No. 1
Molecular formula: C16H15F9N3OS
Method: DFT, the ωB97M-V functional and the def2-TZVPD basis

Last column: Mulliken charge in e.
Atoms and positions in Å:
S  4.48561  1.03995  0.79695  1.18
F  5.39965  1.88834  -0.32994  -0.27
H  -2.68485  0.57847  1.78822  0.35
H  1.83074  -1.53751  3.41852  0.43
H  -4.01391  1.52497  -2.52961  0.33
H  -0.75705  -1.27784  3.57908  0.31
H  1.27279  -0.24213  4.59026  0.38
C  -4.31542  -0.31572  -4.70562  0.78
H  -1.37372  1.66932  1.61027  0.27
N  -0.40038  -0.87444  1.51068  0.40
N  -3.14729  0.29130  -4.58654  -0.58
C  1.32967  -0.48605  3.45100  -1.06
F  3.23491  1.02784  -0.31820  -0.27
H  -1.50881  -1.96228  -5.15367  0.38
H  0.04784  -3.29863  -3.31539  0.30
H  -1.42693  2.67024  -0.98703  0.17
C  2.26404  0.64980  2.72380  1.04
F  2.69961  1.50863  3.82284  -0.29
O  -5.34460  -0.99808  -4.96340  -0.44
C  -1.46607  -1.63760  -4.03876  -0.32
C  -3.24746  1.36981  -1.69089  -0.56
F  4.05393  2.50461  1.47064  -0.27
H  0.88268  -3.58233  -0.74526  0.34
C  -1.27334  -0.15002  0.55376  0.35
H  -0.64940  0.53037  3.23789  0.38
C  -2.48469  2.76775  -1.42950  -0.85
C  -1.38632  -0.61866  -0.95589  0.53
C  0.34398  -2.08454  1.06306  -0.17
F  5.86837  1.00491  1.78788  -0.30
C  3.56372  0.00849  2.05067  0.56
H  1.00398  -2.68468  1.80748  0.28
C  -0.56569  -1.88500  -1.49244  0.33
N  -2.00445  1.01320  1.12115  -0.38
H  -2.52559  3.45957  -2.35895  0.34
C  -0.58705  -2.38978  -2.98477  -0.66
C  -2.30100  0.11715  -2.01144  0.23
F  4.48937  -0.26411  3.13869  -0.25
H  -3.80476  1.11230  -0.69988  0.30
F  5.06154  -0.39198  0.06051  -0.32
C  0.30835  -2.64195  -0.39855  -0.82
F  1.41432  1.42652  1.87409  -0.24
C  -0.19886  -0.47831  2.93768  -0.85
C  -2.32285  -0.39633  -3.52237  -0.08
F  3.34128  -1.29426  1.43939  -0.22
H  -3.10590  3.32867  -0.61639  0.25

## Properties
F_max = 0.167 hartree/bohr
multiplicity = 1
charge = +1
HOMO level = -0.435 hartree
SMILES = CCc1c(N=C=O)ccc2ccn(CCC(F)(F)C(F)(F)S(F)(F)(F)(F)F)c(=[NH2+])c12

***

No. 2
Molecular formula: C16H15FN4
Method: DFT, the ωB97M-V functional and the def2-TZVPD basis

Last column: Mulliken charge in e.
Atoms and positions in Å:
H  0.88744  -0.43580  -1.97532  0.32
H  -2.44450  1.83661  2.88009  0.32
C  4.27588  0.82747  3.25918  -0.62
N  3.00177  2.19500  2.15104  0.95
C  0.62931  0.93458  0.67274  0.44
C  -0.46798  2.31230  2.30486  -1.17
H  1.62832  -1.65025  -0.97523  0.28
C  1.00434  -0.76203  -0.94485  -1.04
H  -3.18268  -2.97744  -3.38439  0.39
C  -1.67450  0.43929  1.33544  -0.47
H  2.11367  1.15418  -0.88690  0.33
H  4.67526  0.04038  3.90509  0.37
C  5.03312  1.57493  2.30332  0.52
C  2.98537  1.22767  3.15413  -0.25
H  1.63836  3.83067  2.27416  0.42
C  1.88549  2.94070  1.64261  -0.88
H  -3.83538  -0.34970  -3.36299  0.36
H  -1.96424  0.72580  -1.70300  0.25
H  -2.55164  -0.17215  1.33900  0.55
N  -1.72421  -2.41301  -1.85726  -0.70
C  -2.75257  -2.18651  -2.76730  -0.38
C  1.70158  0.40053  -0.18055  -0.51
H  2.15342  3.35563  0.68677  0.41
C  -0.34488  -1.04548  -0.30224  1.01
H  -0.29511  -1.95562  0.30089  0.53
H  2.52535  0.00625  0.41467  0.12
H  -0.46876  3.11146  3.05214  0.35
C  -1.61368  1.54714  2.19955  -0.88
N  -2.16740  -0.25130  -1.86298  0.05
C  0.67254  2.03347  1.53299  0.76
H  2.10858  0.91112  3.68063  0.43
C  -1.42371  -1.25363  -1.36442  -0.41
C  -0.52031  0.15649  0.59670  -0.07
C  -3.05952  -0.83980  -2.74634  -0.37
N  4.25962  2.36274  1.62940  -1.13
F  6.36203  1.41866  2.04875  -0.28

## Properties
F_max = 0.045 hartree/bohr
multiplicity = 1
HOMO level = -0.319 hartree
SMILES = Fc1ccn(Cc2cccc3c2CC[C@@H]3c2ncc[nH]2)n1

***

No. 3
Molecular formula: C16H15FN6
Method: DFT, the ωB97M-V functional and the def2-TZVPD basis

Last column: Mulliken charge in e.
Atoms and positions in Å:
C  0.96441  -3.88711  4.00253  -0.41
H  -0.22044  -1.44694  3.82945  0.28
H  0.17959  -2.00045  -2.49421  0.37
C  -0.40527  2.59313  -1.56913  0.20
N  0.21394  -2.17782  0.73799  -0.39
N  0.39951  1.79097  0.55997  0.81
C  1.90124  -4.17542  4.68889  0.21
H  0.46777  -4.37871  -0.58095  0.24
H  -3.70337  2.04285  -2.10001  0.40
H  -2.09690  2.43109  -0.27829  0.43
N  0.18208  2.09080  1.85059  -0.97
H  2.72068  -4.45586  5.28098  0.41
H  0.44024  3.76246  0.03712  0.38
N  -0.19145  -2.03637  3.01139  -0.21
C  0.37329  0.44682  0.40630  0.83
F  1.30513  2.75042  -3.19075  -0.34
C  0.42957  -1.59798  -0.44164  -0.15
C  -1.75600  2.40618  -1.30330  -0.08
N  0.02818  1.03243  2.53719  -0.47
C  -2.65857  2.18825  -2.32812  -0.76
H  0.15374  -4.48809  -2.31788  0.40
C  0.00154  2.55801  -2.89552  0.60
H  -1.06453  -3.80406  -1.23495  0.30
C  -0.16389  -3.47103  3.18837  -0.71
H  -0.08638  -3.90751  2.18824  0.23
N  0.52000  -0.29949  -0.68578  -0.54
C  0.13401  -0.03866  1.70733  1.08
C  0.60955  -2.50087  -1.62492  -0.21
C  -2.22453  2.15566  -3.64294  -0.37
C  0.58390  2.79362  -0.45122  -0.96
H  1.60515  2.73425  -0.84119  0.38
C  0.00240  -3.88253  -1.42752  -1.18
C  -0.88575  2.34540  -3.93392  -0.62
H  1.68469  -2.59299  -1.80481  0.20
C  0.06042  -1.44216  1.83655  -0.49
H  -1.09600  -3.80299  3.66291  0.30
H  -0.51865  2.32602  -4.94784  0.45
H  -2.92752  1.98331  -4.44335  0.39

## Properties
F_max = 0.030 hartree/bohr
multiplicity = 1
HOMO level = -0.321 hartree
SMILES = C#CCNc1nc(CC)nc2c1nnn2Cc1ccccc1F

***

No. 4
Molecular formula: C16H15N3O3
Method: DFT, the ωB97M-V functional and the def2-TZVPD basis

Last column: Mulliken charge in e.
Atoms and positions in Å:
H  3.41954  -3.25800  2.09285  0.37
C  1.51548  -2.72886  1.22537  0.24
H  -1.26586  2.68064  -2.39197  0.33
H  -0.90294  -1.63032  -0.72981  0.26
C  2.89057  -2.83369  1.23774  -0.74
C  -0.90299  2.36983  -1.40152  -0.52
H  1.37603  5.21500  -2.91687  0.22
H  0.80351  3.56498  -3.36073  0.33
C  2.93518  -1.84165  -0.93932  -0.64
N  0.85663  -2.08838  0.23122  0.30
O  -4.85122  -1.73722  1.68436  -0.73
C  0.56971  2.67669  0.58796  -0.70
C  -1.27724  -2.93322  0.88440  -0.10
C  -0.62554  -1.74809  0.32992  -0.03
C  -1.39110  -0.53248  0.98134  0.16
N  -3.65038  -1.31045  1.88786  0.97
O  -3.12765  -1.49611  3.03571  -0.66
H  -1.07102  -0.74824  2.01697  0.57
C  3.63868  -2.36885  0.14344  -0.12
N  -1.93583  -3.75525  1.36891  -0.47
H  1.34308  3.30946  1.05115  0.38
C  -1.52478  1.32755  -0.72383  -0.45
C  -2.94895  -0.71384  0.88334  -1.23
O  0.85177  4.05785  -1.31764  -0.44
H  -2.34125  0.80533  -1.18791  0.36
C  1.54423  -1.74884  -0.90220  0.12
H  -3.50877  -0.36176  -0.00370  0.22
H  4.74466  -2.42423  0.11004  0.39
C  0.63617  4.43487  -2.71765  -0.76
H  -0.38246  4.81729  -2.84984  0.32
H  0.91928  -3.11494  2.07520  0.41
H  0.24487  1.37420  2.20955  0.41
H  0.95075  -1.34289  -1.71306  0.36
H  3.44021  -1.47584  -1.84595  0.36
C  0.12014  3.08623  -0.70774  0.90
C  -0.08470  1.62387  1.19684  -0.36
C  -1.00781  0.84936  0.47557  -0.02

## Properties
F_max = 0.059 hartree/bohr
multiplicity = 1
HOMO level = -0.235 hartree

***

No. 5
Molecular formula: C16H15N4SSeSn
Method: DFT, the ωB97M-V functional and the def2-TZVPD basis

Last column: Mulliken charge in e.
Atoms and positions in Å:
H  -2.54134  -2.58950  -0.84508  0.54
C  -3.64107  1.14386  -0.60738  -0.47
C  2.24002  1.69823  2.98454  -0.25
C  1.20801  -0.87755  2.56786  -0.69
C  -3.01803  3.05643  -2.06929  -0.89
H  1.32564  -4.21170  -1.22208  0.46
H  -1.16829  -4.54722  -1.03423  0.37
N  2.79852  0.31382  -2.19896  -0.75
C  3.09945  0.61752  2.77375  -0.71
C  1.16265  -2.09317  -0.97961  -0.06
H  -2.04123  3.49382  -2.36940  0.32
H  4.14523  0.65871  2.69630  0.48
H  -3.41321  -0.74732  0.52244  0.46
H  0.77031  -1.80898  2.30818  0.51
H  2.61982  2.70837  3.12354  0.39
H  -3.61418  2.91528  -2.98856  0.32
H  -4.60260  1.55226  -0.35591  0.50
C  -0.91757  -1.15763  -0.75407  0.27
C  3.96260  0.48255  -2.34643  0.26
N  -2.77807  1.73440  -1.49212  0.13
H  -3.50054  3.68818  -1.28176  0.35
C  0.66632  -3.37899  -1.00250  -0.70
Sn  1.47875  0.99177  -0.60183  0.88
C  -1.49729  -2.38069  -0.81992  -0.45
H  2.19132  -1.95619  -1.21547  0.46
N  -1.73030  -0.00962  -0.69179  0.47
H  0.12266  2.34082  3.13075  0.36
C  2.56797  -0.65320  2.59296  -0.20
N  0.42383  -1.05698  -0.77313  0.11
H  -0.68916  0.11610  2.61427  0.47
S  -0.33729  1.41353  -2.59618  -0.37
H  3.18694  -1.48967  2.43663  0.44
C  0.84577  1.51610  2.96121  -0.59
C  -3.06926  0.03168  -0.16801  -0.61
C  -1.61006  1.06290  -1.54491  0.09
C  -0.67941  -3.53949  -0.88777  -0.64
Se  5.67602  0.70147  -2.56213  -0.11
C  0.35709  0.26007  2.69608  -0.16

## Properties
F_max = 0.053 hartree/bohr
multiplicity = 1
charge = +1
HOMO level = -0.390 hartree

***

No. 6
Molecular formula: C16H15NO6S
Method: DFT, the ωB97M-V functional and the def2-TZVPD basis

Last column: Mulliken charge in e.
Atoms and positions in Å:
H  -1.91658  2.92649  -1.14433  0.32
C  3.53821  -2.24812  -1.43690  -0.70
C  -0.20883  1.84282  2.20383  0.40
C  0.13706  0.86776  -2.89710  -0.70
H  -0.10677  1.72300  -3.50512  0.48
O  -2.72872  1.78906  -3.22602  -0.70
H  0.52550  -3.79677  0.86301  0.27
C  -0.58017  -0.86387  -1.38621  -0.21
H  -3.08568  -0.03472  0.50245  0.73
O  1.02920  -2.43743  -0.50747  -0.45
H  1.85364  2.40748  2.58039  0.26
H  2.22209  0.80145  -3.40110  0.45
C  1.73403  -0.75233  -2.04910  0.26
H  -0.38318  -2.27103  1.00596  0.17
O  3.03868  -1.10261  -2.09810  -0.46
H  4.59099  -2.29266  -1.71441  0.30
C  0.02635  -3.00543  0.30624  -0.72
C  1.41774  0.35461  -2.83931  -0.76
H  -0.78099  -3.43638  -0.29237  0.36
H  3.44987  -2.16050  -0.35300  0.26
C  -0.70231  0.67079  2.77088  0.29
C  0.70898  -1.37402  -1.29692  1.02
H  0.65777  3.32576  3.52541  0.27
O  -3.44183  -0.02931  -1.71558  -0.65
O  -0.01388  -0.52270  4.75928  -0.59
H  3.03446  -3.15662  -1.77010  0.27
H  -0.32962  3.23588  0.57247  0.39
C  -0.71514  2.33235  1.02092  -0.82
H  -2.14060  -0.91460  2.64440  0.50
H  -1.40107  -1.31830  -0.86040  0.63
C  0.07253  0.39556  3.99363  0.16
C  -2.26811  0.46280  0.99807  -0.37
C  -1.74897  1.62093  0.40404  0.55
C  -1.74737  -0.02417  2.17908  -0.71
S  -2.47884  0.95593  -2.09279  1.12
O  0.98438  1.39425  4.13817  -0.34
N  -2.27753  2.04861  -0.80157  -0.31
C  0.88630  2.34597  3.09116  -0.63
C  -0.85156  0.24008  -2.17151  -0.33

## Properties
F_max = 0.023 hartree/bohr
multiplicity = 1
HOMO level = -0.320 hartree
SMILES = COc1ccc(S(=O)(=O)Nc2ccc3c(c2)COC3=O)cc1OC